Record 1
The following is a quantum chemistry calculation of the ion C9H14N5 with charge +1 in a non-equilibrium geometry, from OMol25.

Element x y z (Å)
C  2.0017  -0.9720  1.2540
C  3.3713  -1.2688  1.0353
C  3.2597  -0.0680  -0.9417
C  1.9286  0.3586  -0.7609
C  1.2583  -0.1755  0.3782
C  -2.8041  0.1773  -0.9141
C  1.3459  1.3800  -1.6056
C  -3.0537  -0.8115  -2.0143
C  -2.2599  0.7195  1.2549
N  3.9587  -0.8394  -0.0899
N  -0.0502  0.1682  0.3315
N  -2.9087  -0.1560  0.3103
N  -0.5445  -0.2818  2.6775
N  -0.9378  0.1735  1.4936
H  1.3467  -1.6336  1.9044
H  4.0241  -1.7423  1.7532
H  3.8663  0.1550  -1.8295
H  -2.4953  1.1723  -1.2259
H  1.4737  2.4515  -1.2067
H  1.6256  1.1432  -2.6666
H  0.2851  1.3565  -1.6814
H  -2.8933  -1.8892  -1.7226
H  -4.0537  -0.5222  -2.2669
H  -2.3720  -0.5921  -2.8370
H  -2.8628  0.9063  2.1451
H  -1.9895  1.6986  0.8119
H  -0.9757  -0.2884  3.6263
H  0.4556  -0.6197  2.7867

**Total energy**: -624.65014 hartree
**Net charge**: +1
**Energy relative to the best compared isomer or geometry (same formula, charge and spin)**: 92.1 kJ/mol
**Strongest force on any atom**: 3.1 eV/Å
**HOMO (spin up / spin down)**: -12.248 / -13.231 eV
**2S+1**: 3
**⟨S²⟩**: 2.043
**Frontier orbital gap (spin up / spin down)**: 9.275 / 6.224 eV

***

Record 2
The following is a quantum chemistry calculation of the ion C9H14NO with charge +1 in a non-equilibrium geometry, from OMol25.

Element x y z (Å)
C  -0.8679  1.3526  1.0568
N  0.2423  0.5602  0.4644
C  1.5333  1.1777  1.0324
C  0.0428  -0.0182  -0.8753
C  -1.3250  -0.1316  -1.4348
C  -2.1159  -0.8617  -0.4754
C  -1.3885  -1.4119  0.5328
C  -0.0326  -0.8646  0.4238
C  1.2707  -1.7784  0.3281
O  2.0752  -1.2257  -0.6338
C  1.2891  -0.6290  -1.6133
H  -1.7821  1.0264  0.4525
H  -1.1270  1.1010  2.0937
H  -0.6138  2.3805  0.9252
H  2.3805  0.4856  0.9819
H  1.8959  2.0437  0.4502
H  1.3226  1.3836  2.0555
H  -1.2706  -0.8094  -2.2414
H  -1.6937  0.7750  -1.8584
H  -3.1209  -1.2106  -0.6464
H  -1.6729  -2.1374  1.2987
H  1.7774  -1.9339  1.2989
H  0.8618  -2.6789  -0.0287
H  0.9817  -1.4824  -2.3337
H  1.8284  0.0548  -2.2292

**Total energy**: -480.96862 hartree
**Net charge**: +1
**Energy relative to the best compared isomer or geometry (same formula, charge and spin)**: 278.3 kJ/mol
**Strongest force on any atom**: 3.8 eV/Å
**SMILES string**: C[N+]1(C)[C@@]23CC=C[C@@]21COC3
**HOMO**: -13.710 eV
**2S+1**: 1
**Frontier orbital gap**: 10.870 eV

***

Record 3
The following is a quantum chemistry calculation of a cluster of 2 separate species, C9H14NO2PS in total in a non-equilibrium geometry, from OMol25.

Element x y z (Å)
C  -1.9776  -2.6276  -0.4115
C  -2.5712  -1.6238  -1.1590
C  -1.3973  -2.3269  0.8097
C  -2.5845  -0.3268  -0.6830
C  -1.4100  -1.0278  1.2892
C  -2.0109  -0.0204  0.5459
C  -1.9950  1.3995  0.9995
C  0.7001  1.6971  0.6850
C  1.6636  0.3366  -0.5800
N  2.1531  0.9284  -1.7522
O  2.5271  -0.8940  1.7739
O  3.5942  -1.5619  -0.4123
P  2.9342  -0.3961  0.4681
S  -0.7761  2.3516  0.0117
H  -1.9660  -3.6418  -0.7819
H  -3.0249  -1.8476  -2.1135
H  -0.9269  -3.1060  1.3914
H  -3.0315  0.4666  -1.2669
H  -0.9503  -0.8050  2.2409
H  -2.9496  1.8947  0.8230
H  -1.7125  1.5080  2.0457
H  0.5587  1.0951  1.5686
H  1.4641  2.4556  0.7876
H  0.8369  -0.3470  -0.7579
H  2.8885  1.6005  -1.5666
H  1.4246  1.3596  -2.3089
H  3.9476  0.5651  0.4964
H  3.7429  -1.3303  -1.3322

**Total energy**: -1296.12522 hartree
**Net charge**: 0
**Energy relative to the best compared isomer or geometry (same formula, charge and spin)**: 0.0 kJ/mol
**Strongest force on any atom**: 3.6 eV/Å
**HOMO**: -7.911 eV
**2S+1**: 1
**Frontier orbital gap**: 8.466 eV

***

Record 4
The following is a quantum chemistry calculation of the ion C9H14NO2S with charge -1 in a non-equilibrium geometry, from OMol25.

Element x y z (Å)
C  1.9436  -4.3765  0.9465
C  1.7947  -2.9012  0.6283
O  0.5062  -2.4013  1.0243
C  0.0170  -1.3842  0.1510
O  0.6808  -1.0775  -0.8070
N  -1.1249  -0.8869  0.6410
C  -1.8993  0.0316  0.2210
S  -3.5152  0.0253  0.7136
C  -1.3577  1.4220  -0.7150
C  -1.9821  1.6855  -2.0474
C  -0.5239  2.2541  -0.0845
C  0.0039  3.5275  -0.7953
C  0.2058  1.8820  1.1694
H  2.1633  -4.5928  1.9452
H  0.9946  -4.9794  0.8785
H  2.5750  -4.9434  0.3133
H  2.0096  -2.7648  -0.3937
H  2.5615  -2.4471  1.3240
H  -2.4497  2.7491  -1.9478
H  -1.1335  1.5354  -2.6616
H  -2.8300  1.0134  -2.2120
H  -0.9036  4.1103  -0.9509
H  0.6285  4.0313  -0.1707
H  0.4667  3.2125  -1.6965
H  -0.3727  1.9260  2.0432
H  0.4496  0.7849  1.1213
H  1.0918  2.5642  1.3621

**Total energy**: -954.73881 hartree
**Net charge**: -1
**Energy relative to the best compared isomer or geometry (same formula, charge and spin)**: 7.2 kJ/mol
**Strongest force on any atom**: 4.1 eV/Å
**SMILES string**: CCO/C([O-])=N/C(=S)C(C)=C(C)C
**HOMO**: -3.720 eV
**2S+1**: 1
**Frontier orbital gap**: 7.184 eV

***

Record 5
The following is a quantum chemistry calculation of the ion C9H14NO2S with charge +1 in a non-equilibrium geometry, from OMol25.

Element x y z (Å)
C  1.8749  -0.6196  1.3555
C  1.8020  -1.2571  -0.9201
C  0.5029  -0.8557  1.4126
C  0.4397  -1.5624  -0.7658
C  2.5996  -0.7645  0.1649
C  3.9734  -0.3217  -0.0009
C  -2.2494  0.3619  -1.4384
C  -2.2030  0.9160  0.9776
C  -2.6849  -0.0811  -0.0046
N  -0.1936  -1.3621  0.3916
O  -1.5307  1.6083  -1.4559
O  -2.0889  -2.5557  -0.5213
S  -1.9969  -1.7668  0.6194
H  2.4722  -0.2821  2.2257
H  2.0975  -1.2577  -1.9888
H  -0.1106  -0.6960  2.3309
H  -0.2671  -1.7603  -1.4984
H  4.2864  -0.8209  -0.9426
H  4.1250  0.7195  -0.0366
H  4.5876  -0.7189  0.8235
H  -2.0982  2.3890  -1.6261
H  -1.6610  -0.5208  -1.9763
H  -3.2602  0.4016  -2.0577
H  -1.2557  1.1566  0.6538
H  -2.3961  0.5496  1.9222
H  -2.7597  1.8471  0.8264
H  -3.7662  -0.1493  -0.1869

**Total energy**: -954.41718 hartree
**Net charge**: +1
**Energy relative to the best compared isomer or geometry (same formula, charge and spin)**: 287.0 kJ/mol
**Strongest force on any atom**: 5.6 eV/Å
**HOMO**: -13.695 eV
**2S+1**: 1
**Frontier orbital gap**: 9.598 eV

***

Record 6
The following is a quantum chemistry calculation of the ion C9H14NO3 with charge +1 in a non-equilibrium geometry, from OMol25.

Element x y z (Å)
C  1.3580  0.5411  -0.1149
C  1.5950  -0.8951  -0.1451
C  2.5916  1.0616  0.1235
C  2.9181  -1.0907  -0.0517
C  0.0623  1.2928  -0.2010
C  -1.3391  -0.8073  -0.2077
C  -1.6492  -2.0016  0.6818
C  -1.6742  -0.8135  -1.6423
C  -2.1351  1.5233  0.6089
N  -1.0404  0.4817  0.4196
O  3.5255  0.1105  0.1823
O  2.9749  2.3019  0.1045
O  3.5610  -2.1754  0.1303
H  0.3959  2.2750  0.2494
H  -0.3573  1.7013  -1.2065
H  -0.7417  -2.7581  0.5404
H  -2.6999  -2.3278  0.3943
H  -1.5996  -1.5851  1.6379
H  -0.7568  -0.5931  -2.4017
H  -2.4800  -0.0959  -1.9550
H  -2.2830  -1.7548  -1.8207
H  -3.0965  1.0293  1.1677
H  -1.8754  2.2291  1.3377
H  -2.5348  1.8392  -0.4009
H  -0.9533  0.1152  1.3905
H  3.8019  2.5374  0.5790
H  4.4321  -2.1407  0.5997

**Total energy**: -631.31319 hartree
**Net charge**: +1
**Energy relative to the best compared isomer or geometry (same formula, charge and spin)**: 679.0 kJ/mol
**Strongest force on any atom**: 5.7 eV/Å
**HOMO (spin up / spin down)**: -11.073 / -10.904 eV
**2S+1**: 1
**Frontier orbital gap (spin up / spin down)**: 7.219 / 6.481 eV

***

Record 7
The following is a quantum chemistry calculation of a cluster of 2 separate species, C9H14O in total in a non-equilibrium geometry, from OMol25.

Element x y z (Å)
C  0.7041  -1.1867  -3.7787
C  0.5663  -1.7565  -2.3897
H  -0.2624  -1.3999  -4.4364
H  0.8646  -0.0423  -3.9361
H  1.5151  -1.7624  -4.1515
H  0.8353  -2.7413  -2.4564
H  -0.4042  -1.8016  -1.9161
H  1.4871  -1.4132  -1.8793
C  0.9580  -1.3134  1.0371
C  -1.2337  2.2935  1.9244
C  0.0486  2.2024  2.3189
C  -1.9945  1.0915  1.4065
C  0.8138  1.0680  2.0658
C  -1.1308  0.0297  0.9780
C  0.1754  -0.0327  1.3736
O  -1.8226  3.4945  2.4114
H  0.3230  2.9722  3.0773
H  -2.3873  3.7312  1.7259
H  -2.9806  1.0750  0.9895
H  1.8456  1.1770  2.3115
H  -1.4908  -0.8453  0.3978
H  1.2064  -1.8439  2.0559
H  1.8780  -1.0056  0.5028
H  0.4857  -1.9902  0.3677

**Total energy**: -426.45602 hartree
**Net charge**: -1
**Energy relative to the best compared isomer or geometry (same formula, charge and spin)**: 179.4 kJ/mol
**Strongest force on any atom**: 3.8 eV/Å
**HOMO (spin up / spin down)**: 0.565 / -2.976 eV
**2S+1**: 2
**⟨S²⟩**: 0.761
**Frontier orbital gap (spin up / spin down)**: 2.825 / 6.355 eV

***

Record 8
The following is a quantum chemistry calculation of a cluster of 2 separate species, C9H14O in total in a non-equilibrium geometry, from OMol25.

Element x y z (Å)
C  -0.5093  0.1367  -0.5835
C  -0.3665  -0.4217  0.8047
C  0.7702  -0.5409  1.5400
C  0.7905  -0.9321  2.9042
C  -0.4294  -1.0897  3.5037
O  -0.7716  -1.0664  4.8258
C  -1.5596  -1.4328  2.6961
C  -1.5255  -1.0616  1.3708
H  -1.3540  0.8589  -0.5432
H  -1.0397  -0.6057  -1.2360
H  0.4246  0.5922  -0.8983
H  1.6800  -0.2300  1.0118
H  1.7040  -0.6226  3.4125
H  -0.0972  -0.5213  5.2583
H  -2.4462  -2.0024  3.0519
H  -2.4055  -1.2387  0.7897
C  0.6109  0.5726  -3.4339
C  1.2567  1.9385  -3.5810
H  -0.1563  0.4660  -4.2193
H  1.3148  -0.2484  -3.5060
H  0.0780  0.3453  -2.4637
H  0.5888  2.5645  -4.1912
H  2.3044  2.0013  -3.8343
H  1.1379  2.5383  -2.6789

**Total energy**: -426.50487 hartree
**Net charge**: 0
**Energy relative to the best compared isomer or geometry (same formula, charge and spin)**: 178.3 kJ/mol
**Strongest force on any atom**: 2.6 eV/Å
**SMILES string**: Cc1ccc(O)cc1.CC
**HOMO**: -8.299 eV
**2S+1**: 1
**Frontier orbital gap**: 9.161 eV

***

Record 9
The following is a quantum chemistry calculation of a cluster of 2 separate species, C9H14O in total in a non-equilibrium geometry, from OMol25.

Element x y z (Å)
C  0.1281  -2.2723  -0.9559
C  0.9748  -1.1392  -0.4964
C  1.8811  -1.3168  0.5599
C  2.4089  -0.2036  1.2113
C  2.3016  1.0368  0.6095
C  1.5956  1.2213  -0.5943
C  0.8600  0.1414  -1.0474
H  -0.0471  -2.3322  -2.0263
H  -0.8748  -2.2642  -0.5138
H  0.5496  -3.1766  -0.5061
H  1.8941  -2.3466  0.9007
H  3.0590  -0.3294  2.0675
H  2.7468  1.9470  0.9918
H  1.8183  2.0887  -1.1978
H  0.0684  0.1780  -1.7950
C  -3.2146  1.1014  1.3890
C  -2.2979  0.4871  0.3322
O  -2.5484  0.7875  -1.0641
H  -3.8570  0.4171  1.9343
H  -3.8960  1.7921  0.8857
H  -2.5457  1.5983  2.0837
H  -1.2457  0.6666  0.4875
H  -2.3941  -0.6051  0.2912
H  -2.9712  1.6622  -1.1417

**Total energy**: -426.53078 hartree
**Net charge**: 0
**Energy relative to the best compared isomer or geometry (same formula, charge and spin)**: 110.3 kJ/mol
**Strongest force on any atom**: 2.1 eV/Å
**SMILES string**: Cc1ccccc1.CCO
**HOMO**: -8.874 eV
**2S+1**: 1
**Frontier orbital gap**: 9.827 eV